Entry 1:
Density functional theory data (ωB97M-V with the def2-TZVPD basis set) for an isolated molecule of C5H6N2O.

Computed properties:
HOMO energy: -9.2 eV
ΔE to the lowest compared entry with this formula, charge and spin: 5.111 eV
electronic energy: -10304.49256 eV
E_LUMO: 0.03547 hartree

Last column: Löwdin charge in e.
Geometry (Å):
O 2.3567 -1.1133 0.0034  0.12
C 1.3275 -0.5190 0.0065  -0.34
C 0.6914 0.4330 1.0744  -0.05
N 0.5387 1.4202 -0.1518  0.00
C 0.4386 0.2707 -1.0822  -0.15
C -1.0381 -0.0354 -0.5851  -0.27
N -0.8619 -1.3499 -0.0064  0.01
C -0.8519 -0.1176 0.9050  -0.13
H 0.8845 0.9141 2.0122  0.12
H 1.5360 1.7800 -0.2559  0.13
H 0.5915 -0.0258 -2.0649  0.12
H -2.0234 0.3609 -1.1784  0.19
H -1.6471 -1.9835 0.0354  0.09
H -1.9426 -0.0346 1.2877  0.16


Entry 2:
Density functional theory data (ωB97M-V with the def2-TZVPD basis set) for a cluster of 7 separate species, C20H39N3O4S4 in total.

Computed properties:
HOMO energy: -8.0 eV
ΔE to the lowest compared entry with this formula, charge and spin: 2.084 eV
electronic energy: -77367.75486 eV
E_LUMO: 0.00886 hartree

Last column: Löwdin charge in e.
Geometry (Å):
C -1.7618 1.3677 2.6079  -0.25
S -3.0056 2.5204 3.3927  0.84
O -2.8729 3.9295 2.8351  -0.59
C -4.5293 1.6781 2.7329  -0.26
H -1.8595 0.3129 2.8645  0.05
H -0.7828 1.7003 2.9529  0.02
H -1.8785 1.4789 1.5299  0.05
H -5.4413 2.0117 3.2280  0.04
H -4.5787 0.7020 3.2157  0.04
H -4.5965 1.5541 1.6521  0.06
C -0.8050 4.4469 -0.3530  -0.24
S 0.5449 4.3114 0.9003  0.82
O 1.9028 4.3442 0.1587  -0.59
C 0.3928 5.8220 2.0385  -0.21
H -0.6346 3.6358 -1.0610  0.03
H -0.7692 5.3405 -0.9761  0.05
H -1.7887 4.4280 0.1161  0.04
H -0.5399 5.7308 2.5952  0.04
H 0.3374 6.7030 1.3992  0.04
H 1.2500 6.0761 2.6620  0.05
C 2.3823 2.1169 -2.7223  -0.25
S 3.4264 0.7576 -2.0042  0.84
O 4.5701 0.5316 -3.0039  -0.61
C 4.2216 1.8867 -0.7182  -0.23
H 1.8983 2.6018 -1.8745  0.00
H 1.6175 1.6296 -3.3270  0.04
H 2.9041 2.8731 -3.3086  0.06
H 4.7877 2.6964 -1.1787  0.06
H 4.8428 1.3146 -0.0292  0.04
H 3.4504 2.3322 -0.0897  0.01
C 3.2512 0.9918 6.1204  -0.25
S 1.8036 0.5073 5.0990  0.85
O 1.7233 1.4626 3.9316  -0.58
C 2.6047 -1.0765 4.5804  -0.25
H 4.1629 0.7654 5.5675  0.05
H 3.1904 0.3223 6.9783  0.05
H 3.1387 2.0482 6.3643  0.05
H 2.7165 -1.6978 5.4689  0.05
H 3.5894 -0.9088 4.1442  0.06
H 1.9353 -1.6232 3.9162  0.03
N -2.5444 -4.8809 -2.9329  0.02
C -2.5410 -4.0984 -1.7944  -0.14
C -3.8247 -3.7545 -1.5511  -0.15
C -4.7234 -4.3469 -2.4868  -0.10
C -3.8773 -4.9337 -3.4218  -0.12
H -1.7334 -5.1821 -3.4541  0.09
H -1.5844 -3.8323 -1.3695  0.09
H -4.1599 -3.0482 -0.8059  0.09
H -5.7802 -4.1290 -2.4414  0.09
H -4.1004 -5.3598 -4.3887  0.09
N -0.5610 -3.0300 -4.6399  0.01
C 0.6803 -3.1454 -4.1697  -0.12
C 1.0622 -4.5198 -4.3287  -0.11
C 0.1071 -5.1492 -5.0793  -0.14
C -0.8650 -4.1743 -5.3554  -0.16
H -1.1625 -2.2248 -4.7402  0.16
H 1.1719 -2.3490 -3.6308  0.10
H 1.9680 -4.9322 -3.9093  0.09
H 0.0891 -6.1684 -5.4360  0.10
H -1.7822 -4.2754 -5.9165  0.11
N 0.7419 0.2536 1.1600  0.00
C 0.5089 0.6722 -0.1317  -0.13
C 0.1348 -0.4975 -0.8813  -0.08
C 0.0310 -1.5275 0.1027  -0.10
C 0.3049 -1.0163 1.3913  -0.13
H 1.1004 0.8122 1.9213  0.09
H 0.6562 1.6833 -0.4815  0.06
H -0.0856 -0.5112 -1.9385  0.08
H -0.2391 -2.5553 -0.0902  0.07
H 0.2069 -1.4050 2.3942  0.10